Entry 1:
{"formula": "C21H26ClN3O2", "method": "ωB97M-V/def2-TZVPD", "lumo_ev": 0.719, "de_lowest_kj_mol": 0.0, "orbital_gap_ha": 0.330, "e_tot_ev": -43288.3601, "homo_energy_ev": -8.25, "smiles": "CCCCc1ccc(NC(=O)CN(C)CC(=O)Nc2ccccc2Cl)cc1", "symbols": ["C", "C", "C", "H", "H", "C", "C", "C", "C", "C", "C", "C", "H", "H", "N", "C", "O", "C", "N", "C", "H", "H", "H", "C", "C", "O", "N", "C", "C", "C", "C", "C", "C", "Cl", "H", "H", "H", "H", "H", "H", "H", "H", "H", "H", "H", "H", "H", "H", "H", "H", "H", "H", "H"], "positions_angstrom": [[0.386, 4.573, -2.888], [1.384, 3.521, -2.418], [1.532, 2.385, -3.427], [0.574, 1.872, -3.545], [1.808, 2.803, -4.398], [2.598, 1.366, -3.006], [2.223, 0.638, -1.748], [1.302, -0.404, -1.785], [0.956, -1.086, -0.637], [1.522, -0.734, 0.587], [2.434, 0.313, 0.639], [2.775, 0.984, -0.521], [3.489, 1.792, -0.468], [2.869, 0.595, 1.584], [1.139, -1.465, 1.716], [1.439, -1.273, 3.023], [2.143, -0.398, 3.477], [0.771, -2.337, 3.904], [-0.504, -2.733, 3.337], [-0.936, -4.070, 3.686], [-0.183, -4.787, 3.362], [-1.866, -4.277, 3.157], [-1.106, -4.195, 4.765], [-1.559, -1.742, 3.546], [-2.317, -1.633, 2.221], [-3.180, -2.418, 1.899], [-1.851, -0.620, 1.442], [-2.186, -0.289, 0.131], [-3.005, -1.078, -0.671], [-3.269, -0.709, -1.978], [-2.726, 0.449, -2.506], [-1.915, 1.250, -1.719], [-1.649, 0.882, -0.415], [-0.625, 1.894, 0.561], [-1.489, 2.160, -2.109], [-2.932, 0.736, -3.525], [-3.904, -1.334, -2.585], [-3.431, -1.975, -0.255], [-1.161, 0.006, 1.842], [-2.253, -2.054, 4.337], [-1.120, -0.781, 3.821], [0.703, -1.953, 4.932], [1.436, -3.206, 3.916], [0.488, -2.227, 1.551], [0.243, -1.898, -0.684], [0.854, -0.688, -2.726], [3.548, 1.884, -2.862], [2.726, 0.642, -3.815], [1.063, 3.111, -1.459], [2.356, 3.994, -2.265], [0.279, 5.358, -2.143], [-0.593, 4.131, -3.061], [0.720, 5.026, -3.819]], "forces_ev_per_a": [[0.18, -0.09, 0.17], [-0.22, -0.05, -0.25], [0.30, 0.12, 0.22], [-0.08, -0.02, -0.08], [-0.07, 0.00, -0.07], [-0.26, 0.03, -0.15], [0.15, 0.02, -0.03], [0.08, 0.05, 0.07], [0.06, -0.02, 0.14], [0.26, 0.23, -0.20], [0.09, -0.03, 0.19], [-0.11, -0.13, -0.12], [0.09, 0.09, -0.01], [0.02, 0.00, 0.05], [-0.12, -0.31, -0.22], [-0.25, -0.29, 0.10], [0.21, 0.20, 0.15], [0.02, 0.07, 0.02], [0.07, -0.06, 0.20], [-0.05, -0.14, -0.04], [-0.01, -0.06, 0.02], [-0.01, -0.10, 0.04], [-0.01, 0.01, 0.02], [-0.15, -0.13, -0.21], [0.18, 0.20, 0.43], [-0.20, -0.24, -0.04], [0.27, 0.50, 0.05], [-0.11, 0.07, -0.25], [-0.06, -0.15, 0.06], [0.07, 0.07, -0.03], [0.00, 0.02, -0.06], [-0.02, -0.04, 0.07], [-0.15, -0.02, -0.01], [-0.08, 0.08, -0.01], [0.08, 0.11, -0.02], [-0.02, 0.04, -0.09], [-0.06, -0.06, -0.04], [0.00, -0.02, 0.02], [-0.14, -0.27, 0.05], [0.05, 0.09, -0.07], [0.00, -0.01, 0.03], [0.04, 0.02, -0.13], [-0.04, 0.02, 0.03], [0.07, 0.18, 0.16], [-0.09, -0.10, 0.00], [-0.05, -0.05, -0.12], [0.05, -0.03, -0.05], [0.11, 0.01, 0.01], [0.06, 0.02, 0.05], [0.07, -0.03, 0.07], [-0.08, 0.11, 0.01], [-0.13, -0.01, -0.04], [-0.02, 0.07, -0.11]]}

***

Entry 2:
{"formula": "C21H26F3N2", "method": "ωB97M-V/def2-TZVPD", "lumo_ev": -2.608, "total_charge": 1, "de_lowest_kj_mol": 23.5, "orbital_gap_ha": 0.348, "e_tot_ev": -33324.8567, "homo_energy_ev": -12.08, "smiles": "CN(C)[C@@H](c1ccc(C(F)(F)F)cc1)[N@@H+]1CCC[C@@H]1Cc1ccccc1", "symbols": ["C", "N", "C", "C", "C", "C", "C", "C", "C", "F", "F", "F", "C", "C", "H", "H", "H", "H", "H", "H", "H", "H", "H", "H", "H", "C", "C", "C", "C", "C", "C", "C", "C", "C", "N", "C", "C", "H", "H", "H", "H", "H", "H", "H", "H", "H", "H", "H", "H", "H", "H", "H"], "positions_angstrom": [[-2.635, 0.933, -0.686], [-1.304, 1.482, -0.504], [-0.967, 2.542, -1.398], [-0.299, 0.519, -0.091], [1.141, 0.976, -0.402], [1.593, 2.270, -0.096], [2.825, 2.727, -0.563], [3.691, 1.823, -1.161], [5.116, 2.215, -1.459], [5.957, 1.134, -1.438], [5.220, 2.782, -2.701], [5.604, 3.114, -0.559], [3.271, 0.545, -1.490], [1.985, 0.125, -1.130], [-3.208, 1.655, -1.272], [-2.641, -0.007, -1.245], [-3.187, 0.781, 0.249], [-1.843, 2.790, -1.991], [-0.685, 3.437, -0.832], [-0.146, 2.255, -2.058], [-0.452, -0.364, -0.709], [0.991, 2.980, 0.479], [3.114, 3.767, -0.445], [3.937, -0.143, -2.010], [1.625, -0.862, -1.440], [-2.960, -2.682, -2.345], [-3.593, -2.869, -1.109], [-2.842, -2.866, 0.073], [-1.453, -2.697, -0.005], [-0.630, -2.564, 1.240], [-0.762, -1.243, 1.974], [0.144, -1.203, 3.195], [0.470, 0.248, 3.506], [-0.006, 1.120, 2.352], [-0.606, 0.159, 1.285], [-0.808, -2.671, -1.245], [-1.566, -2.585, -2.412], [-3.548, -2.636, -3.255], [-4.668, -3.022, -1.057], [-3.315, -2.994, 1.044], [-0.994, -3.309, 1.972], [0.433, -2.800, 1.066], [-1.806, -1.153, 2.318], [-0.390, -1.681, 4.029], [1.070, -1.779, 3.038], [-0.052, 0.565, 4.413], [1.550, 0.376, 3.680], [-0.825, 1.809, 2.615], [0.818, 1.696, 1.933], [-1.596, 0.463, 1.275], [0.284, -2.693, -1.267], [-1.052, -2.465, -3.362]], "forces_ev_per_a": [[-0.26, -0.07, -0.33], [-0.22, -0.37, 1.31], [0.44, 0.81, -0.42], [1.24, 0.19, -3.13], [-0.05, -0.07, 0.32], [0.24, 0.39, -0.25], [-0.22, -0.29, 0.43], [0.23, -0.21, -0.18], [1.08, 0.33, -0.53], [-0.84, 0.97, -0.05], [-0.01, -0.44, 1.05], [-0.50, -0.69, -0.74], [-0.35, -0.43, 0.25], [-0.20, 0.23, -0.03], [-0.09, -0.21, 0.29], [0.06, -0.21, -0.01], [0.01, -0.03, 0.05], [0.18, 0.06, -0.10], [0.05, 0.03, -0.37], [-0.13, 0.28, -0.21], [0.07, -0.45, 0.27], [0.06, -0.33, -0.46], [0.04, -0.22, 0.27], [-0.13, 0.21, 0.17], [0.20, 0.40, 0.16], [0.16, 0.03, 0.32], [0.31, 0.01, 0.13], [0.30, 0.31, -0.72], [-0.02, -0.37, -0.26], [0.24, -0.32, -0.04], [-0.25, 0.13, 0.53], [0.26, -0.45, 0.23], [0.03, 0.44, 0.73], [-0.29, -0.18, -0.21], [-1.40, 0.77, 2.26], [-0.56, 0.27, 0.02], [0.05, -0.28, 0.20], [0.04, -0.04, 0.10], [0.18, 0.08, -0.08], [-0.02, 0.05, -0.17], [0.27, 0.30, -0.10], [-0.35, 0.14, -0.09], [0.32, -0.17, -0.12], [0.26, 0.10, -0.24], [-0.40, 0.15, -0.14], [0.23, -0.03, -0.06], [-0.45, 0.03, -0.08], [0.46, -0.27, 0.02], [-0.39, -0.33, -0.08], [0.64, -0.27, 0.16], [-0.31, 0.13, -0.11], [-0.22, -0.13, 0.05]]}

***

Entry 3:
{"formula": "C21H26FN3O2", "method": "ωB97M-V/def2-TZVPD", "lumo_ev": 0.621, "de_lowest_kj_mol": 121.5, "orbital_gap_ha": 0.308, "e_tot_ev": -33481.7977, "homo_energy_ev": -7.77, "smiles": "CCOc1ccc(NC(=O)CCN2CCN(c3ccccc3F)CC2)cc1", "symbols": ["C", "C", "O", "C", "C", "C", "C", "C", "C", "H", "H", "N", "C", "O", "C", "C", "N", "C", "C", "N", "C", "C", "C", "C", "C", "C", "H", "H", "H", "H", "F", "C", "H", "C", "H", "H", "H", "H", "H", "H", "H", "H", "H", "H", "H", "H", "H", "H", "H", "H", "H", "H", "H"], "positions_angstrom": [[9.542, -0.866, 1.080], [9.332, 0.367, 0.205], [8.322, 0.182, -0.765], [7.011, 0.212, -0.396], [6.527, 0.544, 0.865], [5.164, 0.556, 1.101], [4.256, 0.237, 0.098], [4.739, -0.093, -1.166], [6.096, -0.103, -1.402], [6.480, -0.356, -2.378], [4.047, -0.340, -1.952], [2.890, 0.266, 0.413], [1.820, -0.041, -0.372], [1.890, -0.396, -1.527], [0.502, 0.109, 0.380], [-0.686, -0.211, -0.526], [-1.886, -0.471, 0.247], [-2.493, 0.742, 0.766], [-3.671, 0.364, 1.669], [-4.662, -0.423, 0.973], [-5.717, 0.187, 0.319], [-6.828, -0.551, -0.120], [-7.922, 0.024, -0.729], [-7.970, 1.396, -0.908], [-6.909, 2.162, -0.463], [-5.809, 1.573, 0.131], [-4.998, 2.209, 0.447], [-6.927, 3.234, -0.588], [-8.824, 1.853, -1.380], [-8.734, -0.614, -1.040], [-6.872, -1.898, 0.069], [-4.039, -1.610, 0.423], [-4.755, -2.211, -0.130], [-2.876, -1.227, -0.500], [-2.406, -2.135, -0.882], [-3.269, -0.649, -1.357], [-3.651, -2.203, 1.256], [-4.133, 1.250, 2.106], [-3.287, -0.259, 2.484], [-1.753, 1.289, 1.353], [-2.840, 1.397, -0.055], [-0.827, 0.603, -1.256], [-0.439, -1.115, -1.088], [0.493, -0.587, 1.223], [0.438, 1.126, 0.773], [2.692, 0.536, 1.367], [4.805, 0.817, 2.088], [7.192, 0.801, 1.674], [9.124, 1.252, 0.820], [10.235, 0.563, -0.380], [10.362, -0.691, 1.770], [9.781, -1.722, 0.455], [8.644, -1.097, 1.647]], "forces_ev_per_a": [[-0.18, 0.26, -0.28], [0.28, -0.09, 0.31], [-0.15, -0.04, -0.19], [-0.25, -0.04, -0.11], [0.32, 0.02, -0.08], [-0.22, -0.06, -0.18], [0.34, -0.01, -0.05], [-0.10, -0.02, -0.06], [0.31, 0.07, 0.26], [0.04, -0.04, -0.13], [-0.01, -0.01, -0.03], [0.03, 0.12, 0.36], [-0.26, 0.22, 0.58], [0.03, -0.11, -0.33], [-0.21, -0.10, -0.44], [0.19, -0.06, 0.12], [0.01, 0.03, -0.04], [-0.12, -0.04, 0.26], [0.15, 0.29, -0.02], [0.01, -0.22, 0.34], [-0.38, 0.09, -0.11], [-0.10, -0.04, -0.11], [0.13, -0.06, 0.03], [0.02, 0.05, 0.01], [-0.14, 0.08, -0.07], [0.10, -0.13, 0.02], [0.11, 0.00, 0.03], [0.01, 0.08, 0.00], [-0.08, 0.04, -0.04], [-0.06, -0.10, -0.01], [0.11, 0.23, 0.07], [0.22, -0.18, -0.48], [0.00, 0.04, 0.09], [-0.15, -0.20, 0.16], [-0.01, 0.02, -0.05], [0.02, -0.05, 0.01], [0.00, -0.04, -0.07], [0.02, -0.04, 0.02], [0.01, 0.11, 0.00], [-0.02, 0.06, -0.01], [0.05, -0.02, 0.03], [-0.01, -0.10, -0.02], [-0.04, 0.11, -0.02], [0.01, 0.04, 0.05], [0.04, -0.01, 0.08], [-0.10, -0.06, -0.22], [-0.03, 0.02, 0.10], [0.09, 0.00, 0.04], [0.02, -0.03, -0.11], [-0.12, 0.05, 0.13], [0.09, 0.00, 0.10], [0.04, -0.08, -0.03], [-0.03, -0.05, 0.09]]}

***

Entry 4:
{"formula": "C21H26GeN4O11Sr", "method": "ωB97M-V/def2-TZVPD", "lumo_ev": -0.407, "de_lowest_kj_mol": 144.8, "orbital_gap_ha": 0.318, "e_tot_ev": -108032.9531, "homo_energy_ev": -9.06, "symbols": ["Sr", "O", "C", "O", "C", "C", "C", "C", "C", "C", "O", "N", "O", "O", "N", "O", "O", "H", "H", "C", "C", "N", "C", "C", "N", "C", "O", "O", "C", "O", "O", "H", "H", "H", "H", "H", "C", "C", "C", "C", "Ge", "C", "C", "C", "C", "H", "H", "H", "H", "H", "H", "H", "H", "H", "H", "H", "H", "H", "H", "H", "H", "H", "H", "H"], "positions_angstrom": [[3.128, -1.475, 0.310], [2.533, -2.108, 2.834], [1.470, -1.565, 2.590], [1.484, -0.308, 2.159], [0.184, -2.307, 2.470], [-0.741, -2.507, 3.457], [-1.887, -3.238, 3.149], [-2.087, -3.761, 1.887], [-1.152, -3.530, 0.899], [0.050, -2.811, 1.132], [0.980, -2.594, 0.289], [-1.450, -4.060, -0.430], [-2.056, -5.111, -0.494], [-1.098, -3.405, -1.392], [-2.903, -3.435, 4.175], [-2.718, -2.904, 5.257], [-3.875, -4.106, 3.894], [-0.611, -2.117, 4.457], [-2.975, -4.336, 1.668], [-0.076, -0.805, -3.082], [1.385, -0.549, -3.168], [2.233, -0.594, -2.163], [3.470, -0.256, -2.673], [3.377, -0.014, -4.004], [2.031, -0.217, -4.308], [4.431, 0.322, -4.973], [4.168, -0.013, -6.268], [5.451, 0.865, -4.677], [4.514, -0.423, -1.604], [4.980, -1.580, -1.485], [4.473, 0.433, -0.687], [-0.288, -1.323, -2.149], [-0.416, -1.433, -3.905], [-0.635, 0.132, -3.107], [1.575, 0.017, -5.175], [3.493, -0.701, -6.311], [-0.630, 3.409, -2.420], [-0.040, 2.453, -1.392], [0.322, 3.152, -0.087], [1.013, 2.230, 0.921], [-0.001, 0.693, 1.559], [-1.063, 1.012, 3.159], [-1.916, 2.289, 3.133], [-3.261, 2.125, 2.429], [-3.156, 1.696, 0.970], [-0.891, 2.894, -3.346], [0.080, 4.200, -2.669], [-1.536, 3.884, -2.039], [0.859, 1.974, -1.793], [-0.753, 1.646, -1.192], [-0.576, 3.599, 0.353], [0.993, 3.987, -0.308], [1.317, 2.789, 1.810], [1.932, 1.835, 0.477], [-0.600, -0.204, 0.474], [-0.323, 1.075, 3.962], [-1.686, 0.140, 3.370], [-1.358, 3.110, 2.668], [-2.102, 2.602, 4.163], [-3.800, 3.074, 2.490], [-3.862, 1.395, 2.979], [-2.479, 2.351, 0.411], [-4.126, 1.739, 0.476], [-2.798, 0.669, 0.872]], "forces_ev_per_a": [[0.04, -0.15, 0.03], [0.01, 0.03, -0.01], [0.00, 0.03, 0.02], [0.03, -0.01, -0.02], [0.00, 0.01, 0.00], [0.00, 0.00, 0.00], [-0.01, 0.00, 0.00], [0.00, 0.00, 0.01], [0.00, 0.00, -0.01], [0.00, 0.04, 0.00], [-0.09, -0.06, 0.00], [0.00, 0.00, 0.01], [0.00, 0.00, 0.00], [0.00, 0.00, 0.00], [0.01, -0.01, 0.00], [0.00, 0.00, 0.00], [0.00, 0.00, 0.00], [0.00, 0.00, 0.00], [0.00, 0.00, 0.00], [0.00, 0.00, 0.00], [0.00, -0.02, -0.01], [0.00, 0.01, 0.00], [0.02, 0.01, -0.04], [-0.03, 0.01, 0.00], [0.00, 0.01, 0.01], [0.00, 0.00, 0.00], [0.00, 0.00, 0.00], [0.00, 0.00, 0.00], [0.01, 0.03, 0.01], [-0.01, 0.02, 0.00], [0.00, 0.06, 0.04], [0.00, 0.00, 0.00], [0.00, 0.00, 0.00], [0.00, 0.00, 0.00], [0.00, 0.00, 0.00], [0.00, 0.00, 0.00], [0.00, 0.00, -0.01], [0.00, 0.00, 0.00], [0.00, 0.00, 0.00], [0.00, 0.01, 0.00], [-0.01, 0.03, 0.00], [-0.01, -0.01, -0.01], [0.01, 0.00, 0.00], [0.00, 0.00, 0.00], [0.00, 0.00, -0.01], [0.00, 0.00, 0.00], [0.00, 0.00, 0.00], [0.00, 0.00, 0.00], [0.00, 0.00, 0.00], [0.00, 0.00, 0.00], [0.00, 0.00, 0.00], [0.00, 0.00, 0.00], [0.00, -0.01, 0.00], [0.00, -0.01, 0.00], [0.00, -0.01, 0.00], [0.00, 0.00, 0.00], [0.00, 0.00, 0.00], [0.00, 0.00, 0.00], [0.00, 0.00, 0.00], [0.00, 0.00, 0.00], [0.00, 0.00, 0.00], [0.00, 0.00, 0.00], [0.00, 0.00, 0.00], [0.00, 0.00, 0.00]]}